Record 1
A 14-piece molecular cluster, C4H39N2O14 overall, computed with the ωB97M-V functional and the def2-TZVPD basis.

Properties
* HOMO energy: -12.184 eV
* charge: +1

The geometry in XYZ format:
```
59
Properties=species:S:1:pos:R:3:forces:R:3:mulliken_charge:R:1
C 0.6005 -0.6922 1.0231 2.2 1.3 1.2 -0.1092
O 0.1589 -1.9647 1.3394 -1.5 -0.9 -0.5 -0.6585
C -0.3912 0.2612 0.3409 2.1 -2.3 -0.8 1.2361
C 0.2211 1.5982 -0.0064 -0.6 1.4 -1.6 -0.6335
C 0.7146 1.6464 -1.4851 0.6 0.2 0.0 -0.6795
N 1.9268 0.8703 -1.7341 2.9 -0.2 -0.6 -0.4475
N -1.6137 0.3646 1.2034 1.3 -1.1 -0.5 0.2855
H 0.9514 -0.2430 1.9909 -0.2 -0.3 -0.7 0.0346
H 1.4960 -0.7500 0.3576 -0.6 0.2 0.5 -0.1847
H -0.1896 -2.4434 0.5237 0.7 1.0 1.0 0.5800
H -0.4115 -0.3915 -0.5949 -1.9 1.3 0.7 -0.8056
H -0.5297 2.4071 0.0261 -0.1 -0.4 0.2 0.4716
H 1.0019 1.9697 0.6669 0.1 -0.6 0.0 0.2744
H -0.0214 1.3075 -2.2369 -0.3 -0.2 0.8 0.1139
H 0.8908 2.6703 -1.8589 0.1 -0.2 0.8 0.4863
H 2.7803 1.4245 -1.9671 -1.5 0.1 -0.4 0.3108
H 2.4226 0.3437 -1.0104 -1.4 0.0 0.6 0.0794
H -2.4098 0.1795 0.5924 -1.0 1.2 0.1 0.1391
H -1.4643 1.2402 1.7560 -1.3 -0.3 -0.2 0.3109
H -1.6047 -0.4428 1.8441 0.2 0.2 0.0 0.4993
H -1.4546 5.1336 1.2894 0.0 0.2 0.1 0.2791
H -0.9283 4.0588 2.2671 -0.1 0.0 0.3 0.2997
O -0.9901 4.2980 1.3406 0.0 -0.2 -0.4 -0.5731
H 1.2879 -1.1835 -2.3792 0.4 0.5 0.0 0.1756
H 0.8204 -1.0050 -3.8215 -0.1 -0.2 0.3 0.3844
O 0.6752 -1.5471 -3.0301 -0.3 -0.1 -0.3 -0.7368
H -1.4011 -3.1086 -1.2625 -0.3 -0.2 0.2 0.2920
H -0.0765 -2.6367 -1.7925 0.4 0.0 -0.1 0.3594
O -0.4860 -3.0018 -0.9867 -0.6 0.0 -0.7 -0.6886
H 4.0317 -1.5263 0.0705 0.4 -0.3 -0.3 0.4043
H 5.5484 -0.9756 0.1004 0.0 -0.2 -0.5 0.3005
O 4.7500 -1.1362 0.5972 -0.3 0.5 1.0 -0.6822
H 1.5287 -4.7804 0.7308 0.4 -0.3 0.2 0.3537
H 0.5908 -4.3344 -0.3273 0.0 -0.1 -0.5 0.3862
O 1.4689 -4.7374 -0.2295 -0.2 0.2 0.4 -0.7171
H -4.2021 -0.5902 -1.4123 0.5 0.3 -0.3 0.2920
H -4.5603 -1.1744 -0.1117 0.3 -0.1 0.3 0.2550
O -3.7734 -0.9349 -0.6207 -0.5 -0.4 0.2 -0.5364
H 3.1067 -2.7600 -1.7113 0.4 0.4 -0.2 0.3303
H 2.3682 -3.3537 -0.5782 0.4 1.1 0.3 0.3406
O 2.8121 -2.4738 -0.8385 -0.8 -1.3 -0.3 -0.7049
H 4.0424 1.7204 2.3915 0.3 0.1 0.0 0.2662
H 4.1533 0.2451 1.8383 0.0 0.3 -0.2 0.3459
O 3.5448 0.9332 2.1743 -0.2 -0.5 -0.1 -0.5719
H -3.8932 2.2225 -0.9871 -0.4 0.7 0.1 0.2475
H -4.0522 2.5068 0.5831 0.0 0.2 -0.8 0.2752
O -3.8621 1.8530 -0.1051 0.3 -0.6 0.8 -0.5190
H -1.7376 -0.5478 -2.5158 0.0 0.3 0.2 0.1593
H -2.4053 -0.7903 -3.8068 -0.3 0.2 -0.2 0.2567
O -2.4070 -0.1454 -3.0879 0.6 -1.1 0.1 -0.5187
H -3.3990 1.4416 -4.0936 -0.2 0.3 -0.2 0.3134
H -3.1713 1.7525 -2.6952 0.1 0.2 -0.2 0.3545
O -3.5661 2.1612 -3.4752 -0.1 0.0 0.3 -0.6396
H -0.4437 1.8476 3.7798 -0.3 0.3 0.0 0.3127
H -1.9016 2.2488 4.1585 0.0 0.0 0.1 0.2702
O -1.2774 2.2300 3.4267 0.7 -0.4 -0.1 -0.6541
H 2.3825 0.5577 3.6452 -0.2 0.3 -0.2 0.3342
H 2.2693 1.4106 4.8889 -0.2 0.0 0.1 0.2786
O 1.7210 0.9810 4.2241 -0.1 -0.1 0.1 -0.6280
```
Positions in Å, forces in eV/Å.

Record 2
One molecule with the formula C2, computed with the ωB97M-V functional and the def2-TZVPD basis.

Properties
* HOMO energy: -11.620 eV

The geometry in XYZ format:
```
2
Properties=species:S:1:pos:R:3:forces:R:3:mulliken_charge:R:1
C 0.0000 0.0000 0.6227 0.0 0.0 0.2 0.0000
C 0.0000 0.0000 -0.6227 0.0 0.0 -0.2 0.0000
```
Positions in Å, forces in eV/Å.

Record 3
C48H51ClIN4O4OsTe as an isolated structure, computed with the ωB97M-V functional and the def2-TZVPD basis.

Properties
* HOMO energy (spin up / spin down): -12.275 / -12.415 eV
* charge: +2
* <S²>: 0.755
* 2S+1: 2

The geometry in XYZ format:
```
111
Properties=species:S:1:pos:R:3:forces:R:3:mulliken_charge:R:1
Os -0.9786 0.1759 0.2590 0.2 -0.7 -0.4 2.2335
Cl -6.4085 4.1630 -1.1374 0.0 0.0 0.0 -0.2270
C -5.3717 2.8478 -0.7187 0.0 0.0 0.0 0.4411
C -5.8874 1.5884 -0.5931 0.0 0.0 0.0 -0.3645
C -5.0656 0.5018 -0.2285 0.0 0.0 0.0 -0.0831
I -5.8787 -1.3859 0.0480 0.0 0.0 0.0 0.0549
C -3.7211 0.6878 -0.0297 0.0 -0.1 0.0 0.0272
O -2.8895 -0.2806 0.3867 -0.2 0.4 -0.1 0.1785
C -3.1838 1.9834 -0.1948 0.0 -0.1 0.0 -0.3359
N -1.8306 2.0843 0.0007 0.2 0.4 0.0 0.5421
C -1.2730 3.2767 -0.0781 0.0 0.0 0.0 -0.1392
C -2.0190 4.4395 -0.3311 0.0 0.0 0.0 -1.5587
C -3.3625 4.3535 -0.5579 0.0 0.0 0.0 -1.2598
C -3.9914 3.0905 -0.5020 0.0 0.0 0.0 0.2994
H -6.9430 1.4264 -0.7619 0.0 0.0 0.0 0.5030
H -0.2001 3.3234 0.0353 0.0 0.0 0.0 0.5230
H -1.5022 5.3872 -0.3780 0.0 0.0 0.0 0.5829
H -3.9509 5.2330 -0.7819 0.0 0.0 0.0 0.4764
C -0.3154 -0.0022 4.8475 0.0 0.0 0.0 -1.1084
C -0.0103 0.2189 3.3533 0.0 -0.1 0.0 -0.4331
N -1.2567 0.1905 2.5497 0.0 0.2 0.1 0.7341
C -2.0435 1.3954 2.9173 0.0 0.0 0.0 -0.2620
C -2.2148 1.5019 4.4464 0.0 0.0 0.0 -0.9244
N -1.7875 0.1966 5.0471 0.0 0.0 0.0 0.0878
C -2.5362 -0.9213 4.3894 0.0 0.0 0.0 -1.0786
C -2.0477 -1.0116 2.9353 0.0 0.0 0.0 0.1655
H 0.2034 0.7162 5.4790 0.0 0.0 0.0 0.3920
H -0.0764 -1.0092 5.1866 0.0 0.0 0.0 0.3189
H 0.6584 -0.5537 2.9837 0.0 0.0 0.0 -0.1430
H 0.4727 1.1774 3.1976 0.0 0.0 0.0 0.7188
H -3.0078 1.3317 2.4169 0.0 0.0 0.0 0.2223
H -1.5206 2.2718 2.5427 0.0 0.0 0.0 0.2292
H -3.2498 1.6729 4.7350 0.0 0.0 0.0 0.3718
H -1.5942 2.2807 4.8862 0.0 0.0 0.0 0.3132
H -1.9949 0.2021 6.0451 0.0 0.0 0.0 0.3061
H -3.5979 -0.6936 4.4697 0.0 0.0 0.0 0.2729
H -2.3272 -1.8342 4.9447 0.0 0.0 0.0 0.4130
H -2.8899 -1.0937 2.2532 0.0 0.0 0.0 0.4774
H -1.4124 -1.8810 2.8097 0.1 -0.1 0.0 -0.4084
C 1.9335 5.6102 -2.4789 0.0 0.0 0.0 -1.5212
C 1.1634 4.3212 -2.5640 0.0 0.0 0.0 0.2719
C -0.1155 4.2921 -3.1134 0.0 0.0 0.0 -0.9016
C -0.8653 3.1247 -3.2051 0.0 0.0 0.0 0.4562
C -2.2276 3.1423 -3.8404 0.0 0.0 0.0 -1.8044
C -0.3090 1.9465 -2.7042 0.1 -0.1 0.0 0.8852
C 0.9888 1.9393 -2.1903 -0.2 -0.1 0.0 0.6080
C 1.6401 0.6351 -1.8281 0.0 0.0 -0.1 -0.9364
C 1.7125 3.1236 -2.1175 0.0 0.0 0.0 -0.6534
C -1.0566 0.6474 -2.8152 0.0 0.1 -0.1 -0.2321
O -1.4750 0.2599 -3.8792 -0.1 0.0 0.0 -0.6116
O -1.1832 -0.0894 -1.7245 0.1 0.0 0.2 0.0598
H 1.7464 6.2378 -3.3492 0.0 0.0 0.0 0.4084
H 3.0053 5.4276 -2.4140 0.0 0.0 0.0 0.3947
H 1.6408 6.1819 -1.5953 0.0 0.0 0.0 0.2876
H -0.5396 5.2132 -3.5001 0.0 0.0 0.0 0.4425
H -2.6047 4.1612 -3.9202 0.0 0.0 0.0 0.4140
H -2.9469 2.5423 -3.2806 0.0 0.0 0.0 0.3012
H -2.1808 2.7104 -4.8404 0.0 0.0 0.0 0.3885
H 1.2751 -0.1806 -2.4516 0.0 0.0 0.0 -0.1242
H 1.8612 -0.6838 -0.2953 -0.1 -0.1 0.0 -1.3867
H 2.7179 0.7134 -1.9802 0.0 0.0 0.0 1.4155
H 2.7358 3.1064 -1.7536 0.0 0.0 0.0 0.4883
C 3.5495 -2.8175 -4.8043 0.0 0.0 0.0 -1.7554
C 2.5700 -2.7888 -3.6667 0.0 0.0 0.0 0.4271
C 2.9952 -2.8057 -2.3457 0.0 0.0 0.0 -1.0479
C 2.0978 -2.7839 -1.2800 0.0 0.0 0.0 0.7289
C 2.6728 -2.8551 0.1125 0.0 -0.1 0.0 -1.4138
C 0.7265 -2.7302 -1.5601 0.0 -0.1 -0.1 1.4840
Te -0.7834 -2.4998 -0.0897 0.0 -0.4 0.0 0.6882
N 1.3684 0.1986 -0.4120 -0.6 0.3 -0.1 1.0152
C 1.7977 1.1495 0.5492 -0.3 0.3 0.5 -0.2296
O 0.8789 1.7305 1.1200 0.7 0.1 0.1 -0.7328
C 3.2120 1.3727 0.8499 0.1 0.0 -0.1 0.9549
C 4.2112 0.5769 0.2819 0.0 0.0 0.0 0.2605
C 5.5404 0.8155 0.5842 0.0 0.0 0.0 -1.2500
C 5.8769 1.8503 1.4471 0.0 0.0 0.0 -0.5007
C 4.8887 2.6477 2.0152 0.0 0.0 0.0 -1.0097
C 3.5601 2.4094 1.7217 0.0 0.0 0.0 -0.6319
C -0.1393 -3.9281 1.3620 0.0 0.0 -0.1 0.2213
C 0.5012 -3.5655 2.5483 0.0 0.1 0.0 0.7656
C 0.8569 -4.5040 3.4980 0.0 0.0 0.0 -1.0145
C 0.5733 -5.8443 3.2627 0.0 0.0 0.0 -0.8533
C -0.0450 -6.2131 2.0849 0.0 0.0 0.0 -0.6240
C -0.4151 -5.2776 1.1111 0.0 0.0 0.0 0.2831
C -1.0351 -5.8126 -0.1526 0.0 0.0 0.0 -1.8387
C 0.2603 -2.7681 -2.8872 0.0 0.0 0.0 0.3532
C -1.1987 -2.8359 -3.2561 0.0 -0.1 0.0 -1.6574
C 1.2019 -2.7804 -3.9104 0.0 0.0 0.0 -1.0309
H 4.5656 -2.6281 -4.4626 0.0 0.0 0.0 0.3789
H 3.2925 -2.0748 -5.5595 0.0 0.0 0.0 0.4053
H 3.5362 -3.7936 -5.2920 0.0 0.0 0.0 0.3603
H 4.0579 -2.8501 -2.1308 0.0 0.0 0.0 0.4660
H 3.7234 -2.5636 0.1119 0.0 0.0 0.0 0.5808
H 2.6164 -3.8719 0.5051 0.0 0.0 0.0 0.4685
H 2.1402 -2.2242 0.8278 0.0 0.0 0.1 0.0091
H 3.9577 -0.2304 -0.3946 0.0 0.0 0.0 0.4655
H 6.3145 0.2015 0.1450 0.0 0.0 0.0 0.4931
H 6.9170 2.0403 1.6762 0.0 0.0 0.0 0.4364
H 5.1616 3.4558 2.6798 0.0 0.0 0.0 0.4651
H 2.7809 3.0313 2.1419 0.0 0.0 0.0 0.5254
H 0.7715 -2.5314 2.7155 0.0 0.1 0.0 0.2246
H 1.3733 -4.2026 4.4007 0.0 0.0 0.0 0.4889
H 0.8467 -6.5971 3.9898 0.0 0.0 0.0 0.4219
H -0.2525 -7.2595 1.8966 0.0 0.0 0.0 0.4862
H -1.7754 -6.5766 0.0832 0.0 0.0 0.0 0.5816
H -0.2680 -6.2825 -0.7714 0.0 0.0 0.0 0.3660
H -1.5241 -5.0511 -0.7551 0.0 0.0 0.0 0.1323
H -1.7703 -2.0036 -2.8492 0.0 -0.1 0.0 0.1711
H -1.6350 -3.7730 -2.9013 0.0 0.0 0.0 0.2988
H -1.3118 -2.8030 -4.3374 0.0 0.0 0.0 0.4753
H 0.8485 -2.7870 -4.9350 0.0 0.0 0.0 0.4985
```
Positions in Å, forces in eV/Å.

Record 4
C9H19N as an isolated structure, computed with the ωB97M-V functional and the def2-TZVPD basis.

Properties
* HOMO energy: -6.408 eV

The geometry in XYZ format:
```
29
Properties=species:S:1:pos:R:3:forces:R:3:mulliken_charge:R:1
C 0.1929 -0.4171 -1.4033 0.3 -0.2 2.5 -0.7386
C -0.1426 -1.6233 0.2012 -1.1 -1.7 -2.5 0.2814
C -0.7753 0.0731 -2.4538 -0.6 -0.4 0.0 -1.4998
C 0.0391 -1.5347 1.7083 0.3 1.1 0.1 -1.3194
C 2.0367 0.5039 0.0453 -0.2 -0.1 0.1 -1.9987
C 0.0563 2.3509 1.3485 0.1 -0.1 0.1 -1.5470
C -1.8440 1.1817 0.1910 -0.5 -0.1 -0.2 -1.6717
C 0.5539 0.4598 -0.2821 -0.9 3.0 0.6 1.2386
C -0.3646 1.2769 0.3835 2.0 -1.0 -1.1 1.2073
N 0.4917 -2.8121 -0.2507 0.1 -0.8 0.1 -0.7240
H 1.0334 -0.9406 -1.8629 -0.1 0.1 0.4 0.5966
H -1.2080 -1.6616 -0.0157 0.0 -0.2 0.1 0.3430
H 1.4822 -2.8378 -0.0303 -0.2 0.0 -0.1 0.2540
H 0.3493 -2.9940 -1.2376 0.2 0.1 0.3 0.2998
H -1.8377 -0.1235 -2.2487 0.2 0.0 0.0 0.2986
H -0.6798 1.1592 -2.5907 0.0 -0.1 0.2 0.3155
H -0.5598 -0.3953 -3.4194 0.0 0.0 0.1 0.4021
H 1.0833 -1.3782 1.9907 0.0 0.1 0.0 0.2897
H -0.5826 -0.7549 2.1466 0.2 0.2 -0.1 0.3070
H -0.2841 -2.4666 2.1850 0.0 -0.1 -0.5 0.3784
H 2.5320 -0.4275 -0.2422 -0.1 0.0 -0.1 0.4473
H 2.2312 0.6421 1.1136 0.0 0.2 -0.2 0.4295
H 2.5102 1.2972 -0.5386 0.1 0.0 0.2 0.3673
H -0.3138 2.1401 2.3599 0.0 0.1 0.0 0.2899
H -2.1819 0.1861 -0.1068 0.1 0.1 -0.1 0.3264
H 1.1364 2.4916 1.4064 -0.1 -0.1 0.0 0.3799
H -0.3645 3.3202 1.0490 0.0 -0.1 0.1 0.3412
H -2.3800 1.3988 1.1227 0.1 0.1 0.0 0.3809
H -2.2097 1.8857 -0.5687 -0.1 0.0 0.1 0.3248
```
Positions in Å, forces in eV/Å.

Relative energy (zero: lowest compared OMol25 entry of this formula, charge and spin) / kJ/mol: 216.81; 0.02; 144.19; 282.77